(1)
The following is a DFT calculation (wB97M-V/def2-TZVPD) of the molecule C24H28N4O4S at a distorted geometry.

Cartesian coordinates (Å):
C  -1.55824  5.77061  3.18627
C  -0.40025  4.97706  3.71362
C  0.43463  5.51036  4.68540
C  1.48700  4.76154  5.17562
C  1.75616  3.48333  4.70987
C  2.85264  2.68800  5.35674
C  0.95436  2.95667  3.68491
N  1.21884  1.66153  3.21076
C  2.47635  1.41802  2.53348
C  2.33989  1.61182  1.01724
N  1.29968  0.74821  0.49819
C  1.63496  -0.33438  -0.24211
O  2.78972  -0.59865  -0.52899
C  0.50302  -1.17255  -0.74753
C  0.48029  -2.53292  -0.46711
C  -0.51191  -3.34024  -0.98933
C  -1.49411  -2.79804  -1.81409
N  -2.51035  -3.59973  -2.33206
S  -3.02367  -3.49846  -3.92384
O  -3.93188  -4.59380  -4.08206
O  -3.47131  -2.17297  -4.20666
C  -1.56239  -3.83962  -4.85413
C  -0.63606  -2.94359  -5.46403
C  -0.65260  -1.46508  -5.43662
N  0.28654  -3.62871  -6.08131
O  0.01728  -4.94805  -5.90785
C  -1.09100  -5.08714  -5.17584
C  -1.59428  -6.43969  -4.85418
C  -1.46816  -1.43738  -2.10823
C  -0.47428  -0.63644  -1.58116
C  0.01757  0.98680  1.11614
C  0.15695  0.86307  2.64831
C  -0.12534  3.71014  3.22485
H  -2.23733  5.14271  2.61437
H  -1.20104  6.56997  2.53641
H  -2.11042  6.22993  4.00398
H  0.24773  6.50144  5.07168
H  2.10826  5.16962  5.96057
H  2.91181  2.93933  6.41392
H  2.66090  1.62278  5.25879
H  3.82423  2.90999  4.91349
H  2.78482  0.38442  2.73008
H  3.23875  2.09525  2.91039
H  2.07412  2.65247  0.79940
H  3.27183  1.35462  0.51219
H  1.25003  -2.95648  0.16003
H  -0.53029  -4.39589  -0.75834
H  -2.51053  -4.55660  -2.01454
H  -1.67935  -1.11204  -5.38902
H  -0.12043  -1.11107  -4.55416
H  -0.15191  -1.07776  -6.31926
H  -2.64842  -6.37267  -4.59703
H  -1.45424  -7.09703  -5.70909
H  -1.04021  -6.85873  -4.01411
H  -2.23204  -1.02720  -2.74705
H  -0.45183  0.41609  -1.82367
H  -0.31385  1.99456  0.84142
H  -0.71615  0.26361  0.76043
H  0.38789  -0.18620  2.87594
H  -0.78529  1.11863  3.13426
H  -0.77712  3.30653  2.46468

## Properties
LUMO (eV): 0.5
Total charge: 0
E_tot (Eh): -1849.4944
HOMO-LUMO gap (Ha): 0.306
M (g/mol): 468.58
SMILES: Cc1ccc(C)c(N2CCN(C(=O)c3ccc(NS(=O)(=O)c4c(C)noc4C)cc3)CC2)c1

natural (NBO) atomic charge list, values in e, 4 entries:
1. C -0.63
2. C 0.00
3. C -0.23
4. C -0.19


(2)
The following is a DFT calculation (wB97M-V/def2-TZVPD) of the molecule C24H28N6O3 at a distorted geometry.

Cartesian coordinates (Å):
C  -3.98260  4.99921  -1.30800
O  -2.86626  5.39987  -0.54694
C  -2.13272  4.34770  0.01547
C  -1.29224  3.58169  -1.02343
N  -0.45238  2.60586  -0.39925
N  0.87202  2.76297  -0.30413
N  1.33991  1.74850  0.29087
N  0.37805  0.89569  0.61525
C  -0.75175  1.41283  0.18107
C  -2.12470  0.82984  0.27245
N  -2.22337  -0.60831  0.14444
C  -1.46036  -1.37562  1.11655
C  -1.86810  -1.06015  2.56024
C  -1.22278  -2.05254  3.48452
C  -1.93938  -3.11837  4.01048
C  -1.32350  -4.04189  4.83764
C  0.01993  -3.91219  5.14358
C  0.74428  -2.85481  4.61862
C  0.12673  -1.93156  3.79479
C  -2.04627  -1.07428  -1.22669
C  -0.68280  -0.77127  -1.79095
C  0.40332  -1.53817  -1.54123
C  1.71445  -1.14510  -1.94608
C  2.85461  -1.89272  -1.65614
C  4.11184  -1.45016  -2.03706
O  5.15582  -2.25793  -1.70661
C  6.46141  -1.84382  -2.02948
C  4.23327  -0.23543  -2.72212
C  3.11492  0.51262  -3.01983
C  1.85068  0.07108  -2.64176
N  0.72159  0.79418  -2.93004
C  -0.55269  0.47018  -2.54602
O  -1.48687  1.21028  -2.84076
H  -4.51668  5.91229  -1.56225
H  -3.69090  4.48610  -2.22968
H  -4.64053  4.34266  -0.72629
H  -2.80102  3.64900  0.54259
H  -1.46313  4.81467  0.74405
H  -1.92678  3.07305  -1.75589
H  -0.63571  4.28472  -1.54105
H  -2.73601  1.27165  -0.51986
H  -2.55897  1.11412  1.23780
H  -0.37884  -1.21332  1.01542
H  -1.67713  -2.43018  0.92146
H  -1.53014  -0.05676  2.82380
H  -2.95505  -1.10681  2.64609
H  -2.98893  -3.22437  3.77389
H  -1.89402  -4.86460  5.24413
H  0.50091  -4.63211  5.78954
H  1.79342  -2.74905  4.85362
H  0.69197  -1.10675  3.38522
H  -2.23199  -2.15034  -1.23385
H  -2.80123  -0.57832  -1.84377
H  0.29849  -2.46939  -1.00323
H  2.76955  -2.82374  -1.11904
H  6.59850  -1.74773  -3.11162
H  6.71523  -0.89672  -1.54305
H  7.11794  -2.62715  -1.65409
H  5.20035  0.13413  -3.02258
H  3.21832  1.45172  -3.54303
H  0.82835  1.66507  -3.43775

## Properties
LUMO (eV): 0.1
Total charge: 0
E_tot (Eh): -1485.5744
HOMO-LUMO gap (Ha): 0.300
M (g/mol): 448.53
SMILES: COCCn1nnnc1CN(CCc1ccccc1)Cc1cc2cc(OC)ccc2[nH]c1=O

natural (NBO) atomic charge list, values in e, 4 entries:
1. C -0.25
2. O -0.53
3. C -0.06
4. C -0.27


(3)
The following is a DFT calculation (wB97M-V/def2-TZVPD) of a structure of composition C24H28N6O6Yb at a distorted geometry.

Cartesian coordinates (Å):
Yb  0.29592  0.68825  -0.43434
O  -1.38938  2.71655  0.27786
C  -2.22018  3.25975  -0.73214
C  -1.44648  3.42475  -2.04004
N  -0.85498  2.14995  -2.42824
C  -1.90098  1.21575  -2.86874
C  -2.39908  0.31375  -1.70644
O  -3.60798  0.23675  -1.49954
O  -1.48608  -0.29805  -1.08214
C  0.12002  2.32015  -3.50454
C  0.94942  0.99325  -3.62224
O  1.29672  0.61525  -4.73134
O  1.18042  0.44065  -2.50874
H  -0.61338  3.30205  0.36496
H  -2.62128  4.23165  -0.40894
H  -3.05208  2.56105  -0.85774
H  -0.63718  4.14725  -1.88124
H  -2.11898  3.81805  -2.82424
H  -1.48118  0.52745  -3.60694
H  -2.75148  1.74975  -3.31794
H  0.82092  3.12075  -3.24914
H  -0.36408  2.55455  -4.46394
C  2.51192  -2.00515  -1.38144
N  2.01382  -1.14755  -0.32514
C  2.77432  -0.98965  0.70626
C  2.39882  -0.18935  1.80486
C  3.04362  0.00575  3.03806
C  2.26242  0.90235  3.74716
C  1.18662  1.22015  2.91496
N  1.24792  0.56915  1.74826
C  1.87292  -3.36875  -1.35164
C  0.57982  -3.54055  -0.87044
C  0.02032  -4.80565  -0.80694
C  0.73482  -5.91265  -1.23704
C  2.01182  -5.74335  -1.74534
C  2.57562  -4.48095  -1.79844
H  3.60462  -2.12435  -1.30294
H  2.28102  -1.52305  -2.33714
H  3.75342  -1.48655  0.75566
H  3.96942  -0.44915  3.34146
H  2.45412  1.30045  4.72636
H  0.37192  1.89235  3.13166
H  0.01672  -2.67145  -0.55024
H  -0.97858  -4.93215  -0.41264
H  0.29422  -6.90015  -1.19024
H  2.57722  -6.59885  -2.09064
H  3.57552  -4.36125  -2.19384
C  -2.71458  -1.40775  3.04036
C  -3.48978  -0.10275  2.89176
C  -2.89378  0.43115  1.59666
O  -1.50858  0.07285  1.61886
C  -1.32518  -1.00025  2.54366
H  -3.13888  -2.16725  2.38276
H  -2.69098  -1.78575  4.06136
H  -3.26608  0.57145  3.72016
H  -4.56618  -0.24255  2.82216
H  -2.95578  1.51615  1.51016
H  -3.37358  -0.03075  0.72616
H  -0.70358  -0.63875  3.37446
H  -0.79298  -1.81725  2.04426
N  1.35512  2.75955  -0.15694
C  1.78362  3.44215  0.70406
N  2.17422  4.35235  1.45576
C  2.47892  4.50845  2.69226
N  2.75512  4.79015  3.77736

## Properties
LUMO (spin up / spin down) (eV): 2.6 / 2.6
Total charge: -1
E_tot (Eh): -2870.2785
HOMO-LUMO gap (spin up / spin down) (Ha): 0.286 / 0.286
M (g/mol): 669.56
<S²>: 0.75
Spin multiplicity: 2

natural (NBO) atomic charge list, values in e, 4 entries:
1. Yb 1.98
2. O -0.72
3. C -0.09
4. C -0.24


(4)
The following is a DFT calculation (wB97M-V/def2-TZVPD) of a structure of composition C24H29AsN4O9PbS2.

Cartesian coordinates (Å):
Pb  1.11173  0.39299  0.15223
C  -3.63740  -1.32691  -0.49099
N  -2.52965  -1.99433  -1.16277
C  -2.78699  -2.78093  -2.36294
C  -1.28198  -1.68150  -0.78302
O  -1.05667  -0.89795  0.13754
C  -0.15032  -2.34561  -1.54318
O  1.09632  -1.98932  -1.00399
C  1.85663  -2.97441  -0.33503
C  2.08339  -2.57825  1.11749
O  1.50395  -1.61203  1.59963
N  2.96582  -3.33535  1.80090
C  3.24264  -3.03123  3.19513
C  3.72232  -4.42801  1.20247
H  -4.53722  -1.92343  -0.62131
H  -3.41571  -1.23409  0.56860
H  -3.80202  -0.32540  -0.89464
H  -3.85758  -2.78758  -2.54477
H  -2.29835  -2.35057  -3.23872
H  -2.45783  -3.81526  -2.24911
H  -0.29039  -3.42933  -1.55802
H  -0.17270  -1.99068  -2.57669
H  1.36503  -3.94982  -0.38713
H  2.81914  -3.03397  -0.84197
H  2.57749  -2.24005  3.52403
H  3.08407  -3.91859  3.81015
H  4.27716  -2.70204  3.30956
H  4.06817  -4.17731  0.20226
H  4.60352  -4.60351  1.81535
H  3.14312  -5.35424  1.16696
O  0.13901  1.90415  -4.32786
As  1.26620  1.41310  -3.04400
O  2.13768  2.73034  -2.65839
O  0.23008  0.85131  -1.80201
C  1.86590  -0.24767  -3.87565
C  1.03649  -0.73952  -4.88400
C  1.25082  -2.00380  -5.41792
C  2.29518  -2.78645  -4.95361
C  3.13116  -2.30370  -3.95754
C  2.91864  -1.04440  -3.41556
S  4.03799  -0.48377  -2.13841
O  4.93773  0.43942  -2.76560
O  4.62271  -1.68377  -1.57287
O  3.10610  0.17825  -1.18618
H  0.23535  2.86505  -4.36216
H  0.22976  -0.12080  -5.24922
H  0.59878  -2.37485  -6.19895
H  2.46862  -3.76888  -5.37536
H  3.95910  -2.89270  -3.58556
S  -4.36006  4.45268  2.72307
C  -3.02605  3.48638  2.02670
C  -2.67350  2.26531  2.58753
C  -1.61060  1.57093  2.03735
N  -0.92018  2.02166  0.99018
C  -1.28087  3.17461  0.43399
C  -2.32666  3.94439  0.92099
C  -3.47220  5.13770  4.11638
C  -3.64279  4.61080  5.38638
C  -2.92175  5.17017  6.43283
N  -2.07412  6.18417  6.28500
C  -1.92849  6.68556  5.05984
C  -2.60405  6.20565  3.94752
H  -3.21706  1.86956  3.43443
H  -1.30288  0.61033  2.43707
H  -0.70991  3.48402  -0.43452
H  -2.59355  4.87797  0.44549
H  -4.32286  3.78773  5.55839
H  -3.02981  4.78002  7.43863
H  -1.23841  7.51574  4.96212
H  -2.45722  6.65203  2.97342

## Properties
LUMO (eV): 0.0
Total charge: 0
E_tot (Eh): -5053.1910
HOMO-LUMO gap (Ha): 0.325
M (g/mol): 863.77

natural (NBO) atomic charge list, values in e, 4 entries:
1. Pb 1.57
2. C -0.41
3. N -0.41
4. C -0.42


(5)
The following is a DFT calculation (wB97M-V/def2-TZVPD) of a structure of composition C24H29AuNO3PS2.

Cartesian coordinates (Å):
Au  0.16291  -0.41116  0.14291
S  0.56066  1.87481  -0.13773
C  -1.33168  3.79249  0.60851
C  -1.56211  5.11228  -0.04433
C  -2.18191  6.11300  0.62622
C  -2.80676  5.89849  1.87015
C  -2.92048  4.60056  2.37574
C  -2.27953  3.57818  1.74509
S  -2.55064  1.87772  2.06706
H  -1.12580  5.27449  -1.01609
H  -2.24948  7.09178  0.17333
H  -3.29725  6.71214  2.37680
H  -3.57112  4.40171  3.21541
N  -1.37203  -2.15757  -0.16396
C  -2.58217  -1.95295  0.56353
C  -3.07261  -2.96028  1.38147
C  -4.21729  -2.76043  2.13132
C  -4.90041  -1.56183  2.03693
C  -4.41546  -0.55591  1.22065
C  -3.24648  -0.72432  0.49034
C  -2.64928  0.39157  -0.27638
C  -2.53889  0.36756  -1.67227
C  -2.01028  1.46874  -2.35922
C  -1.49090  2.54416  -1.69645
C  -1.34207  2.51687  -0.24603
C  -2.17800  1.50307  0.39785
H  -0.98603  -3.07435  0.03736
H  -1.50546  -2.06266  -1.16667
H  -2.55312  -3.90872  1.43738
H  -4.57643  -3.54676  2.77664
H  -5.80339  -1.40502  2.60547
H  -4.94891  0.37847  1.14561
H  -2.95098  -0.46177  -2.22942
H  -2.04824  1.47022  -3.44022
H  -1.06085  3.37488  -2.23159
H  -0.30639  3.84261  1.03701
C  4.45204  -3.80121  1.25203
C  3.73461  -4.15207  -0.04392
O  3.44183  -3.02083  -0.83531
P  2.21416  -1.96349  -0.44758
O  2.90114  -0.99089  0.63134
C  4.05794  -0.21272  0.30632
C  4.77592  0.15602  1.59172
O  2.40772  -1.04816  -1.75946
C  1.74356  -1.31044  -2.98439
C  2.71999  -1.89388  -3.99258
H  4.65403  -4.71043  1.81424
H  3.83115  -3.13879  1.85242
H  5.39201  -3.29857  1.03387
H  2.81404  -4.70230  0.18323
H  4.36967  -4.78250  -0.67439
H  3.71906  0.68875  -0.21297
H  4.70681  -0.78109  -0.36734
H  4.04623  0.48583  2.32599
H  5.47175  0.96739  1.39956
H  5.31920  -0.69360  1.99597
H  1.34830  -0.34985  -3.33370
H  0.89848  -1.99139  -2.82665
H  3.54792  -1.20391  -4.13097
H  2.22819  -2.06074  -4.94743
H  3.11311  -2.83324  -3.61243

## Properties
LUMO (spin up / spin down) (eV): 0.5 / -0.6
Total charge: 0
E_tot (Eh): -2485.7878
HOMO-LUMO gap (spin up / spin down) (Ha): 0.244 / 0.251
M (g/mol): 671.58
<S²>: 2.09
Spin multiplicity: 3

natural (NBO) atomic charge list, values in e, 4 entries:
1. Au 0.56
2. S -0.47
3. C -0.37
4. C -0.10


(6)
The following is a DFT calculation (wB97M-V/def2-TZVPD) of a structure of composition C24H29BrFeN7O2S2 at a distorted geometry.

Cartesian coordinates (Å):
Fe  0.31710  -0.01939  -0.57962
O  -2.14195  3.47056  -0.00517
C  -1.46488  4.18188  0.91142
C  -1.98977  5.41830  1.29701
C  -1.33771  6.20290  2.22480
C  -0.14692  5.77278  2.80124
C  0.37844  4.54795  2.43595
C  -0.26670  3.74040  1.50427
C  0.34907  2.39692  1.14425
O  0.03872  1.87569  -0.06110
N  -0.04873  1.42002  2.19860
N  -0.21687  0.20604  1.83981
C  -0.62076  -0.71133  2.68228
C  -0.89814  -2.00830  2.21253
Br  -0.99668  -2.13559  0.28807
C  -1.18629  -3.13050  2.93368
C  -0.99670  -3.32151  4.34016
C  -1.76692  -4.31089  4.98306
C  -1.63032  -4.53241  6.33514
C  -0.70327  -3.79593  7.06880
C  0.10123  -2.84886  6.43938
C  -0.03851  -2.60943  5.08960
H  -1.56246  2.75106  -0.30903
H  -2.91270  5.73603  0.82973
H  -1.74958  7.16574  2.49525
H  0.37746  6.39514  3.51281
H  1.31326  4.21670  2.87850
H  1.44611  2.49803  1.25412
H  -0.27383  1.74329  3.14183
H  -0.83183  -0.50046  3.73073
H  -1.60206  -3.97585  2.39440
H  -2.49037  -4.87708  4.40935
H  -2.23489  -5.28384  6.82380
H  -0.58744  -3.97178  8.12982
H  0.84982  -2.30905  7.00309
H  0.63550  -1.92607  4.58981
S  2.65141  -0.19441  -0.51540
C  4.25740  -0.13584  -0.02725
N  5.19274  0.46699  -0.72952
C  6.53730  0.54138  -0.16499
C  6.60288  -0.51469  0.93792
S  4.86901  -0.84252  1.42635
H  4.96434  0.94727  -1.58823
H  6.70966  1.54416  0.22972
H  7.27239  0.33627  -0.94051
H  7.15508  -0.17906  1.81029
H  7.02316  -1.45374  0.58582
C  1.66853  -2.47614  -6.45642
C  0.15191  -2.62590  -6.34284
C  -0.23990  -3.67480  -5.30403
C  -0.54225  -1.27545  -6.06537
N  -0.42056  -0.84549  -4.67598
C  -1.34234  -0.90753  -3.70497
N  -0.79315  -0.44619  -2.60618
N  0.47396  -0.12222  -2.93416
N  0.71345  -0.37268  -4.16163
H  2.13238  -3.45538  -6.57188
H  2.09064  -2.00018  -5.57217
H  1.93304  -1.87396  -7.32645
H  -0.23548  -2.94508  -7.31276
H  0.20093  -3.45507  -4.32778
H  0.11824  -4.65587  -5.61142
H  -1.32568  -3.74268  -5.19524
H  -1.60775  -1.35755  -6.27090
H  -0.11624  -0.49672  -6.69571
H  -2.35646  -1.25046  -3.82110

## Properties
LUMO (spin up / spin down) (eV): -6.4 / -8.5
Total charge: +2
E_tot (Eh): -6099.2180
HOMO-LUMO gap (spin up / spin down) (Ha): 0.226 / 0.148
M (g/mol): 647.43
<S²>: 8.82
Spin multiplicity: 6

natural (NBO) atomic charge list, values in e, 4 entries:
1. Fe 1.44
2. O -0.68
3. C 0.41
4. C -0.28